Entry 1:
The following is a quantum chemistry calculation of H4NOPS in the gas phase, from OMol25.

Calculated values
SMILES   NP(O)S
HOMO level   -8.49 eV
DFT total energy   -23726.8655 eV
HOMO-LUMO gap   9.16 eV

```
! RIJCOSX wB97M-V def2-TZVPD def2/J DEFGRID3
* xyz 0 1
N 0.9299 1.0491 -0.0247
O 0.8326 -1.4591 0.3144
P 0.1452 -0.3033 -0.6131
S -2.1481 -0.3881 0.4675
H 1.2420 1.1018 1.0009
H 1.1382 1.9026 -0.6454
H 0.6545 -2.3771 -0.0784
H -2.7942 0.4741 -0.4212
*
```



Entry 2:
The following is a quantum chemistry calculation of 2 unconnected molecules or ions with the total composition H4NOPS, from OMol25.

Calculated values
HOMO level (spin up / spin down)   -8.36 / -8.36 eV
DFT total energy   -23724.6413 eV
HOMO-LUMO gap (spin up / spin down)   8.15 / 8.15 eV

```
! RIJCOSX wB97M-V def2-TZVPD def2/J DEFGRID3
* xyz 0 1
N -1.5244 0.9576 0.2287
O 0.7663 -0.6188 -1.3553
P 0.2284 -0.8408 0.1597
S 1.8737 0.1472 1.2082
H -1.3451 1.1379 -0.8761
H -2.4029 0.4887 0.2770
H 1.1585 -1.1828 -2.0245
H 1.2454 -0.0890 2.3824
*
```



The records above give, respectively, energy above the lowest of the compared OMol25 structures with the same formula, charge and spin values of 68.6 283.2 kJ/mol.